[1]
Formula: C6H8O3
Source: the Open Molecules 2025 dataset
Level of theory: the ωB97M-V functional and the def2-TZVPD basis

```
17
C6H8O3 (the ωB97M-V functional and the def2-TZVPD basis)
C -0.72 -0.11 2.11
C 0.33 -0.18 -2.08
C -0.69 -0.14 -0.93
C 0.17 -0.01 0.93
C -0.87 1.14 -0.33
C 1.48 -0.12 0.87
O -1.15 -1.23 -0.47
O 0.24 -1.32 -2.77
O 1.09 0.72 -2.36
H 0.90 -1.29 -3.49
H -0.19 -0.64 2.90
H -1.63 -0.66 1.88
H -1.00 0.88 2.48
H -0.27 1.96 -0.72
H -1.80 1.32 0.18
H 2.08 0.01 -0.01
H 2.01 -0.33 1.80
```

## Properties
HOMO = -8.9328 eV
calculated total energy = -459.03113 Eh
frontier orbital gap = 0.3398 Ha
energy relative to the best compared isomer or geometry (same formula, charge and spin) = 312.59 kJ/mol
charge = 0

***

[2]
Formula: C6H8O4
Source: the Open Molecules 2025 dataset
Level of theory: the ωB97M-V functional and the def2-TZVPD basis

```
18
C6H8O4 (the ωB97M-V functional and the def2-TZVPD basis)
C -0.60 2.42 0.87
C -0.19 1.04 0.51
C -0.25 -0.08 1.27
O -0.71 -0.19 2.55
C 0.29 -1.17 0.50
O 0.50 -2.33 0.82
C 0.63 -0.55 -0.87
C -0.25 -1.14 -1.97
O 1.99 -0.68 -1.15
O 0.32 0.83 -0.72
H 0.26 3.09 0.79
H -1.36 2.77 0.17
H -0.98 2.43 1.88
H -0.59 -1.11 2.82
H 0.04 -0.70 -2.92
H -1.30 -0.94 -1.77
H -0.09 -2.22 -2.01
H 2.30 -1.50 -0.76
```

## Properties
HOMO = -8.7129 eV
calculated total energy = -534.38177 Eh
frontier orbital gap = 0.3374 Ha
SMILES = CC1=C(O)C(=O)[C@](C)(O)O1
energy relative to the best compared isomer or geometry (same formula, charge and spin) = 69.19 kJ/mol
charge = 0

***

[3]
Formula: C6H8O4Sm
Source: the Open Molecules 2025 dataset
Level of theory: the ωB97M-V functional and the def2-TZVPD basis

```
19
C6H8O4Sm (the ωB97M-V functional and the def2-TZVPD basis)
O -0.69 -0.66 2.05
C -0.75 0.61 2.18
C -0.94 1.38 3.26
H -0.62 1.16 0.85
H -0.79 0.96 4.26
H -1.67 2.19 3.21
O 1.63 -2.39 -0.26
C 2.45 -1.46 -0.62
C 2.05 -0.25 -1.11
O 0.67 -0.19 -1.24
C -0.23 0.76 -1.29
C -1.50 0.07 -1.75
O -1.67 -1.17 -1.19
Sm -0.44 -2.31 0.08
H 3.53 -1.63 -0.54
H 2.62 0.48 -1.68
H 0.08 1.68 -1.80
H -1.41 -0.03 -2.85
H -2.32 0.80 -1.55
```

## Properties
HOMO (alpha / beta) = -6.5132 / -6.7843 eV
calculated total energy = -1192.16851 Eh
frontier orbital gap (alpha / beta) = 0.1848 / 0.1984 Ha
multiplicity = 7
energy relative to the best compared isomer or geometry (same formula, charge and spin) = 119.42 kJ/mol
charge = 0

***

[4]
Formula: C6H8OPPt
Source: the Open Molecules 2025 dataset
Level of theory: the ωB97M-V functional and the def2-TZVPD basis

```
17
C6H8OPPt (the ωB97M-V functional and the def2-TZVPD basis)
C -0.88 -1.48 1.03
C 0.06 -1.60 -0.10
C -0.67 -1.06 -1.27
C -1.68 -0.17 -0.69
C -1.90 -0.67 0.69
Pt 0.32 0.50 -0.37
P 2.38 1.01 0.34
H -0.76 -2.01 1.97
H 0.94 -2.24 -0.19
H -0.49 -1.27 -2.32
H -2.77 -0.43 1.28
H -2.32 0.48 -1.28
H 3.13 1.99 -0.37
H 3.23 -0.15 0.36
H 2.41 1.45 1.71
O -0.69 3.37 -0.39
C -0.30 2.29 -0.41
```

## Properties
HOMO (alpha / beta) = -9.5806 / -14.6926 eV
calculated total energy = -768.77886 Eh
frontier orbital gap (alpha / beta) = 0.2448 / 0.2446 Ha
multiplicity = 5
charge = +1

***

[5]
Formula: C6H8OS
Source: the Open Molecules 2025 dataset
Level of theory: the ωB97M-V functional and the def2-TZVPD basis

```
16
C6H8OS (the ωB97M-V functional and the def2-TZVPD basis)
C 0.30 2.43 -0.28
C 0.13 1.11 -0.19
C 1.16 0.21 0.40
C 1.27 -1.10 0.25
C 0.38 -2.09 -0.48
O -1.03 0.45 -0.59
C -2.04 0.40 0.25
S -3.45 -0.26 0.06
H -0.44 3.06 -0.75
H 1.31 2.80 -0.09
H 1.72 0.80 1.23
H 2.00 -1.53 0.92
H 1.01 -2.79 -1.06
H -0.33 -1.56 -1.12
H -0.23 -2.69 0.23
H -1.77 0.76 1.22
```

## Properties
HOMO = -8.9674 eV
calculated total energy = -706.76437 Eh
frontier orbital gap = 0.3477 Ha
SMILES = C=C(/C=C\C)OC=S
energy relative to the best compared isomer or geometry (same formula, charge and spin) = 214.75 kJ/mol
charge = 0

***

[6]
Formula: C6H8OS
Source: the Open Molecules 2025 dataset
Level of theory: the ωB97M-V functional and the def2-TZVPD basis

```
16
C6H8OS (the ωB97M-V functional and the def2-TZVPD basis)
C 0.82 0.93 -1.86
C -0.31 0.48 -1.33
C -0.34 -0.31 -0.05
S -1.46 -1.69 -0.32
C 0.99 -0.90 0.35
C 1.12 -0.59 1.66
O 0.16 0.16 2.24
C -0.81 0.46 1.20
H 0.83 1.41 -2.83
H 1.79 0.94 -1.36
H -1.24 0.58 -1.87
H -2.56 -0.93 -0.47
H 1.67 -1.38 -0.31
H 1.95 -0.83 2.33
H -1.78 0.08 1.50
H -0.84 1.58 1.11
```

## Properties
HOMO = -8.7120 eV
calculated total energy = -706.78144 Eh
frontier orbital gap = 0.3501 Ha
SMILES = C=C[C@@]1(S)C=COC1
energy relative to the best compared isomer or geometry (same formula, charge and spin) = 169.94 kJ/mol
charge = 0

***

[7]
Formula: C6H8OSe
Source: the Open Molecules 2025 dataset
Level of theory: the ωB97M-V functional and the def2-TZVPD basis

```
16
C6H8OSe (the ωB97M-V functional and the def2-TZVPD basis)
Se 0.21 0.06 1.38
C 1.86 0.22 0.58
C 2.67 1.23 0.13
C 3.89 0.63 -0.20
C 3.80 -0.70 0.09
O 2.57 -1.00 0.53
H -0.40 1.48 1.45
H 2.50 2.25 0.10
H 4.79 1.07 -0.53
H 4.37 -1.49 -0.34
C -3.24 -1.18 0.40
C -2.77 -0.43 -0.54
H -3.42 -0.82 1.44
H -3.36 -2.24 0.19
H -2.42 0.62 -0.25
H -2.62 -0.62 -1.64
```

## Properties
HOMO = -7.8747 eV
calculated total energy = -2709.98030 Eh
frontier orbital gap = 0.3098 Ha
SMILES = [SeH]c1ccco1.C=C
energy relative to the best compared isomer or geometry (same formula, charge and spin) = 18.78 kJ/mol
charge = 0

***

[8]
Formula: C6H8S
Source: the Open Molecules 2025 dataset
Level of theory: the ωB97M-V functional and the def2-TZVPD basis

```
15
C6H8S (the ωB97M-V functional and the def2-TZVPD basis)
C -1.11 0.04 -0.61
C -1.38 1.36 -0.90
C 0.43 0.52 1.36
C 1.11 0.84 0.20
C 0.13 -0.28 -0.01
C 0.56 -1.76 -0.23
S -0.28 2.70 -0.87
H -1.98 -0.56 -0.72
H -2.28 1.76 -1.28
H 0.88 0.08 2.27
H -0.54 0.92 1.57
H 2.27 0.83 -0.02
H -0.06 -2.45 0.33
H 1.49 -1.98 0.25
H 0.75 -2.02 -1.35
```

## Properties
HOMO = -7.5712 eV
calculated total energy = -631.44845 Eh
frontier orbital gap = 0.2571 Ha
energy relative to the best compared isomer or geometry (same formula, charge and spin) = 374.69 kJ/mol
charge = 0

***

[9]
Formula: C6H8S
Source: the Open Molecules 2025 dataset
Level of theory: the ωB97M-V functional and the def2-TZVPD basis

```
15
C6H8S (the ωB97M-V functional and the def2-TZVPD basis)
C 1.47 1.77 0.02
S 2.27 0.20 0.10
C 1.71 -1.73 -0.15
C 0.25 -1.82 -0.09
C -0.68 -0.69 0.52
C -0.80 0.60 -0.44
C -0.02 1.82 0.09
H 0.35 -1.72 -1.20
H 0.12 -2.87 0.17
H -1.75 -1.09 0.67
H -0.32 -0.28 1.45
H -1.85 0.91 -0.60
H -0.24 0.33 -1.38
H -0.23 1.87 1.15
H -0.28 2.71 -0.31
```

## Properties
HOMO = -8.2050 eV
calculated total energy = -631.33397 Eh
frontier orbital gap = 0.2640 Ha
SMILES = C1#S#CCCCC1
energy relative to the best compared isomer or geometry (same formula, charge and spin) = 675.25 kJ/mol
charge = 0

***

[10]
Formula: C6H8S2
Source: the Open Molecules 2025 dataset
Level of theory: the ωB97M-V functional and the def2-TZVPD basis

```
16
C6H8S2 (the ωB97M-V functional and the def2-TZVPD basis)
C 2.63 -0.35 1.34
C 1.78 -0.05 0.54
C 0.44 0.31 -0.66
C 1.01 0.71 -2.00
S -0.42 -1.29 -0.72
C -1.42 -1.05 0.86
C -2.02 0.31 0.73
S -0.68 1.44 0.20
H 3.31 -0.74 2.02
H 0.17 0.63 -2.67
H 1.86 0.28 -2.13
H 1.36 1.75 -1.84
H -0.81 -1.11 1.78
H -2.02 -1.88 0.90
H -2.86 0.40 -0.03
H -2.33 0.64 1.69
```

## Properties
HOMO = -8.8686 eV
calculated total energy = -1029.65471 Eh
frontier orbital gap = 0.3507 Ha
SMILES = C#CC1(C)SCCS1
energy relative to the best compared isomer or geometry (same formula, charge and spin) = 358.03 kJ/mol
charge = 0

***

[11]
Formula: C6H8S2
Source: the Open Molecules 2025 dataset
Level of theory: the ωB97M-V functional and the def2-TZVPD basis

```
16
C6H8S2 (the ωB97M-V functional and the def2-TZVPD basis)
C -2.68 -0.91 -0.38
S -1.95 0.73 -0.50
C -0.30 0.39 -0.06
C 0.28 -0.77 0.29
C 1.74 -0.59 0.50
S 2.76 -0.27 -0.99
C 2.04 0.84 0.24
C 0.72 1.53 -0.09
H -2.61 -1.31 0.62
H -2.22 -1.61 -1.07
H -3.75 -0.79 -0.69
H -0.20 -1.78 0.38
H 2.24 -1.14 1.28
H 2.73 1.41 0.85
H 0.46 2.28 0.69
H 0.72 2.00 -1.07
```

## Properties
HOMO = -8.1359 eV
calculated total energy = -1029.76366 Eh
frontier orbital gap = 0.3308 Ha
SMILES = CSC1=C[C@H]2S[C@H]2C1
energy relative to the best compared isomer or geometry (same formula, charge and spin) = 71.98 kJ/mol
charge = 0

***

[12]
Formula: C6H8S2
Source: the Open Molecules 2025 dataset
Level of theory: the ωB97M-V functional and the def2-TZVPD basis

```
16
C6H8S2 (the ωB97M-V functional and the def2-TZVPD basis)
C 2.61 0.72 -0.44
S 1.91 -0.81 -0.47
C 0.22 -0.38 -0.18
C -0.33 0.87 0.16
C -1.76 0.66 0.49
S -2.57 0.03 -1.14
C -2.05 -0.81 0.31
C -0.69 -1.36 0.04
H 2.47 1.62 0.25
H 2.52 1.08 -1.59
H 3.71 0.44 -0.31
H 0.41 1.79 0.41
H -2.43 1.33 1.12
H -2.53 -1.22 1.30
H -0.75 -2.08 0.95
H -0.75 -1.90 -0.91
```

## Properties
HOMO = -7.5992 eV
calculated total energy = -1029.64271 Eh
frontier orbital gap = 0.2984 Ha
SMILES = CSC1=C[C@H]2S[C@H]2C1
energy relative to the best compared isomer or geometry (same formula, charge and spin) = 389.52 kJ/mol
charge = 0

***

Number 1: largest force on an atom 0.0753 hartree/bohr. Number 2: largest force on an atom 0.0177 hartree/bohr. Number 3: largest force on an atom 0.0889 hartree/bohr. Number 4: largest force on an atom 0.1163 hartree/bohr. Number 5: largest force on an atom 0.0530 hartree/bohr. Number 6: largest force on an atom 0.0506 hartree/bohr. Number 7: largest force on an atom 0.0911 hartree/bohr. Number 8: largest force on an atom 0.0942 hartree/bohr. Number 9: largest force on an atom 0.0666 hartree/bohr. Number 10: largest force on an atom 0.1216 hartree/bohr. Number 11: largest force on an atom 0.0260 hartree/bohr. Number 12: largest force on an atom 0.1520 hartree/bohr.